{
  "formula": "C4H10FIN",
  "method": "the ωB97M-V functional and the def2-TZVPD basis",
  "e_homo_ev": -13.77,
  "total_energy_ha": -610.40647,
  "de_lowest_kj_mol": 86.8,
  "e_lumo_ev": -4.59,
  "charge": 1,
  "symbols": ["C", "C", "C", "C", "N", "F", "I", "H", "H", "H", "H", "H", "H", "H", "H", "H", "H"],
  "xyz": [[-2.316, 2.447, 0.376], [1.836, -1.465, -0.131], [-0.416, -2.020, -0.454], [-1.061, 1.558, 0.544], [0.645, -1.529, -0.945], [-0.584, 1.240, -0.703], [-1.489, -0.323, 1.594], [-1.687, 3.367, 0.038], [-2.975, 2.679, 1.204], [-2.845, 2.147, -0.467], [2.697, -1.243, -0.776], [1.814, -0.827, 0.725], [1.973, -2.456, 0.201], [-1.357, -2.037, -1.023], [-0.341, -2.883, 0.160], [-0.325, 2.160, 1.089], [0.706, -0.920, -1.848]],
  "mulliken_charge": [-1.070, -0.882, -0.608, 0.013, -0.002, -0.239, 0.113, 0.283, 0.370, 0.376, 0.348, 0.301, 0.373, 0.416, 0.408, 0.427, 0.373]
}

{
  "formula": "C26H42GeN2ORbS4",
  "method": "the ωB97M-V functional and the def2-TZVPD basis",
  "e_homo_ev": -14.39,
  "total_energy_ha": -4893.50105,
  "de_lowest_kj_mol": 7.3,
  "e_lumo_ev": -8.70,
  "charge": 3,
  "symbols": ["Rb", "C", "C", "S", "C", "C", "S", "C", "C", "S", "H", "H", "H", "H", "H", "H", "H", "H", "H", "H", "H", "H", "Ge", "C", "C", "C", "C", "C", "C", "C", "C", "C", "C", "C", "C", "H", "H", "H", "H", "H", "H", "H", "H", "H", "H", "H", "C", "C", "N", "C", "C", "N", "C", "C", "H", "H", "H", "H", "H", "H", "H", "H", "H", "H", "H", "H", "H", "C", "S", "C", "O", "H", "H", "H", "H", "H", "H"],
  "xyz": [[0.151, -1.557, -0.720], [0.119, -3.683, 4.666], [-0.094, -2.187, 4.472], [-0.017, -1.597, 2.750], [-1.745, -1.155, 2.406], [-2.722, -2.302, 2.174], [-2.281, -3.350, 0.763], [-2.005, -4.992, 1.476], [-0.804, -5.149, 2.399], [-1.225, -4.757, 4.127], [0.210, -3.870, 5.738], [1.060, -4.010, 4.221], [0.681, -1.639, 5.010], [-1.054, -1.875, 4.885], [-1.709, -0.506, 1.523], [-2.090, -0.530, 3.232], [-3.717, -1.892, 1.992], [-2.775, -2.934, 3.058], [-1.895, -5.631, 0.597], [-2.927, -5.302, 1.969], [0.013, -4.502, 2.081], [-0.460, -6.183, 2.357], [-2.252, 3.146, 0.033], [-1.512, 4.753, -0.571], [-2.154, 5.582, -1.505], [-1.652, 6.840, -1.767], [-0.516, 7.287, -1.095], [0.131, 6.477, -0.170], [-0.357, 5.209, 0.087], [-4.009, 2.507, -0.122], [-4.470, 1.698, 0.929], [-5.801, 1.330, 0.990], [-6.674, 1.743, -0.010], [-6.225, 2.525, -1.071], [-4.902, 2.913, -1.126], [-1.417, 2.351, 1.040], [-3.049, 5.253, -2.016], [-2.145, 7.485, -2.482], [-0.139, 8.282, -1.291], [1.006, 6.839, 0.351], [0.146, 4.580, 0.813], [-3.791, 1.371, 1.710], [-6.164, 0.725, 1.810], [-7.716, 1.455, 0.036], [-6.916, 2.836, -1.842], [-4.564, 3.531, -1.949], [5.622, -2.174, 0.847], [4.092, -2.201, 0.625], [3.671, -1.105, -0.255], [4.244, -1.308, -1.590], [5.777, -1.489, -1.513], [6.188, -1.158, -0.105], [5.706, 0.217, 0.261], [4.160, 0.165, 0.289], [6.102, -3.127, 0.635], [5.901, -1.858, 1.851], [3.578, -2.109, 1.581], [3.790, -3.146, 0.173], [3.990, -0.450, -2.210], [3.797, -2.192, -2.045], [6.320, -0.821, -2.179], [6.098, -2.511, -1.705], [7.206, -1.180, -0.044], [6.098, 0.901, -0.491], [6.141, 0.471, 1.225], [3.752, 0.987, -0.297], [3.795, 0.267, 1.311], [-0.998, -1.623, -4.826], [-1.059, -0.039, -3.995], [-0.229, 0.928, -5.248], [-0.099, -0.141, -2.828], [-1.578, -1.563, -5.746], [-1.454, -2.364, -4.172], [0.039, -1.876, -5.043], [-0.887, 1.013, -6.112], [0.712, 0.455, -5.524], [-0.049, 1.915, -4.828]],
  "mulliken_charge": [0.829, -0.719, -0.824, 0.024, -0.484, -0.580, -0.123, -0.727, -0.414, -0.107, 0.443, 0.300, 0.524, 0.361, -0.036, 0.394, 0.448, 0.281, 0.398, 0.386, 0.076, 0.485, 0.954, 0.679, -0.235, -0.811, -0.373, -0.736, -0.192, 0.525, -0.142, -0.765, -0.387, -0.816, -0.198, -0.128, 0.166, 0.424, 0.418, 0.398, 0.318, 0.323, 0.414, 0.426, 0.431, 0.303, -0.745, -0.338, -0.004, -0.498, -0.649, -0.133, -0.586, -0.570, 0.347, 0.371, 0.261, 0.381, 0.387, 0.330, 0.369, 0.347, 0.349, 0.341, 0.378, 0.380, 0.319, -0.973, 0.508, -0.998, -0.602, 0.409, 0.319, 0.311, 0.414, 0.325, 0.322]
}

{
  "formula": "C2H9N4S",
  "method": "the ωB97M-V functional and the def2-TZVPD basis",
  "e_homo_ev": -13.32,
  "total_energy_ha": -698.57197,
  "de_lowest_kj_mol": 0.0,
  "e_lumo_ev": -3.07,
  "charge": 1,
  "smiles": "NC(N)=[NH+][C@H](N)S",
  "symbols": ["N", "C", "N", "N", "C", "N", "S", "H", "H", "H", "H", "H", "H", "H", "H", "H"],
  "xyz": [[2.425, -0.082, -0.628], [1.288, 0.363, -0.149], [1.182, 1.369, 0.708], [0.172, -0.432, -0.408], [-1.040, -0.298, 0.225], [-1.825, -1.416, -0.024], [-1.883, 1.242, -0.393], [3.347, 0.405, -0.486], [2.420, -0.868, -1.340], [1.996, 1.808, 1.092], [0.236, 1.561, 0.961], [0.117, -1.071, -1.269], [-0.839, -0.147, 1.447], [-1.949, -2.146, 0.734], [-2.676, -1.147, -0.504], [-2.971, 0.860, 0.032]],
  "mulliken_charge": [-0.386, 0.728, -0.300, -0.224, -0.248, -0.519, -0.169, 0.246, 0.247, 0.227, 0.164, 0.341, 0.300, 0.235, 0.245, 0.112]
}

{
  "formula": "C3H8O4PS",
  "method": "the ωB97M-V functional and the def2-TZVPD basis",
  "e_homo_ev": -4.28,
  "total_energy_ha": -1159.76368,
  "de_lowest_kj_mol": 0.0,
  "e_lumo_ev": 3.66,
  "charge": -1,
  "symbols": ["C", "C", "C", "O", "O", "O", "O", "P", "S", "H", "H", "H", "H", "H", "H", "H", "H"],
  "xyz": [[2.569, -2.444, -2.016], [-2.049, 2.908, 2.023], [1.434, -1.714, -1.318], [-0.657, -0.614, 1.541], [-1.080, 0.988, -0.353], [1.393, -1.629, -0.086], [-1.266, 1.751, 2.024], [-1.736, 0.471, 1.052], [0.278, -1.010, -2.336], [3.168, -2.994, -1.291], [2.167, -3.123, -2.766], [3.197, -1.710, -2.521], [-1.808, 3.476, 2.926], [-3.118, 2.670, 2.023], [-1.834, 3.522, 1.142], [0.083, -0.839, 0.922], [-0.739, 0.291, -0.966]],
  "mulliken_charge": [-1.034, -0.647, 0.659, -0.352, -0.361, -0.748, -0.179, 0.115, -0.628, 0.289, 0.284, 0.240, 0.205, 0.306, 0.234, 0.428, 0.189]
}

{
  "formula": "C29H29N7OTl",
  "method": "the ωB97M-V functional and the def2-TZVPD basis",
  "e_homo_ev": [-15.64, -15.64],
  "total_energy_ha": -1752.56737,
  "de_lowest_kj_mol": 0.0,
  "e_lumo_ev": [-10.98, -11.41],
  "charge": 3,
  "symbols": ["Tl", "C", "C", "N", "C", "C", "C", "C", "C", "C", "C", "C", "C", "N", "C", "H", "H", "H", "H", "H", "H", "H", "H", "C", "N", "C", "C", "C", "N", "C", "C", "O", "H", "H", "H", "H", "H", "H", "H", "H", "H", "H", "H", "H", "C", "C", "N", "C", "C", "C", "C", "C", "C", "C", "C", "N", "C", "N", "H", "H", "H", "H", "H", "H", "H", "H", "H"],
  "xyz": [[0.578, -0.430, 0.055], [2.174, 3.454, -2.334], [1.989, 2.216, -1.708], [0.879, 1.875, -1.076], [-0.145, 2.765, -1.049], [-0.053, 4.028, -1.644], [1.152, 4.364, -2.289], [-1.171, 4.931, -1.603], [-2.320, 4.575, -1.001], [-2.451, 3.287, -0.375], [-3.639, 2.885, 0.261], [-3.711, 1.648, 0.848], [-2.584, 0.824, 0.795], [-1.456, 1.168, 0.199], [-1.377, 2.388, -0.386], [3.105, 3.673, -2.837], [2.782, 1.476, -1.729], [1.258, 5.341, -2.744], [-1.071, 5.900, -2.076], [-3.167, 5.249, -0.979], [-4.486, 3.559, 0.282], [-4.611, 1.310, 1.342], [-2.603, -0.155, 1.266], [2.205, -1.840, 4.819], [2.377, -0.403, 4.828], [3.256, 0.152, 5.855], [3.000, 1.624, 6.074], [2.980, 2.325, 4.738], [2.018, 1.679, 3.839], [1.418, 2.465, 2.772], [1.762, 0.336, 3.801], [1.054, -0.187, 2.960], [1.893, -2.158, 5.815], [3.174, -2.305, 4.602], [1.477, -2.119, 4.068], [4.288, -0.033, 5.526], [3.102, -0.436, 6.760], [3.791, 2.040, 6.696], [2.053, 1.771, 6.597], [3.967, 2.301, 4.260], [2.691, 3.369, 4.837], [1.474, 3.517, 3.034], [0.383, 2.155, 2.631], [1.956, 2.295, 1.834], [-0.689, -3.598, -4.114], [-0.396, -2.594, -3.169], [-0.574, -2.715, -1.851], [-1.124, -3.841, -1.426], [-1.510, -4.916, -2.298], [-1.218, -4.777, -3.675], [-2.112, -6.118, -1.812], [-3.125, -6.183, -0.906], [-3.852, -5.018, -0.414], [-4.843, -5.141, 0.548], [-5.477, -3.971, 0.954], [-5.162, -2.781, 0.452], [-4.195, -2.757, -0.463], [-3.546, -3.812, -0.922], [-0.488, -3.428, -5.162], [0.029, -1.655, -3.506], [-1.212, -3.972, -0.355], [-1.454, -5.579, -4.363], [-1.785, -7.046, -2.274], [-3.492, -7.153, -0.596], [-5.100, -6.101, 0.974], [-6.264, -3.992, 1.697], [-3.941, -1.795, -0.894]],
  "mulliken_charge": [0.840, -0.818, -0.369, -0.202, -0.003, 1.099, -0.601, -0.976, -0.943, 1.102, -0.576, -0.918, -0.411, -0.095, 0.028, 0.438, 0.477, 0.476, 0.443, 0.435, 0.474, 0.462, 0.611, -0.930, 0.313, -0.513, -0.655, -0.467, 0.205, -0.982, 0.540, -0.697, 0.353, 0.382, 0.320, 0.338, 0.395, 0.366, 0.332, 0.294, 0.361, 0.396, 0.314, 0.350, -0.737, -0.147, -0.151, -0.473, 0.838, -0.387, -0.668, -0.649, 1.056, -0.680, -0.198, -0.464, -0.280, -0.256, 0.426, 0.437, 0.518, 0.535, 0.488, 0.394, 0.407, 0.425, 0.574]
}

{
  "formula": "C4H11N3O",
  "method": "the ωB97M-V functional and the def2-TZVPD basis",
  "e_homo_ev": -9.16,
  "total_energy_ha": -398.39657,
  "de_lowest_kj_mol": 413.8,
  "e_lumo_ev": 0.24,
  "charge": 0,
  "smiles": "[H]/N=N\\[H].CC(C)=N.C=O",
  "symbols": ["H", "N", "N", "H", "C", "C", "C", "N", "H", "H", "H", "H", "H", "H", "H", "C", "O", "H", "H"],
  "xyz": [[-1.221, -3.569, -1.348], [-0.807, -2.814, -1.942], [-1.075, -1.671, -1.705], [-1.621, -1.416, -0.797], [0.925, 1.173, -1.198], [0.362, 1.527, 0.149], [1.309, 1.407, 1.301], [-0.836, 1.851, 0.383], [1.958, 1.498, -1.292], [0.894, 0.088, -1.313], [0.333, 1.612, -2.001], [0.802, 1.637, 2.233], [2.142, 2.097, 1.166], [1.712, 0.396, 1.339], [-1.430, 1.884, -0.445], [-0.890, -1.419, 1.318], [0.179, -1.810, 0.916], [-1.640, -2.117, 1.732], [-1.097, -0.354, 1.504]],
  "mulliken_charge": [0.220, -0.320, -0.034, 0.158, -1.210, 0.993, -1.273, -0.721, 0.360, 0.256, 0.349, 0.322, 0.431, 0.286, 0.235, -0.278, -0.357, 0.307, 0.277]
}